Formula: C40H47BBrF4O6PS3SbW
Source: the OMol25 dataset
Level of theory: ωB97M-V/def2-TZVPD

The geometry in ORCA input format:
```
! wB97M-V def2-TZVPD RIJCOSX def2/J DEFGRID3
* xyz 1 1
W 0.315 -0.319 -0.828
O -2.035 2.315 0.490
C -0.844 2.151 0.559
O -0.176 1.544 -0.440
C -0.044 2.615 1.760
C 1.334 3.206 1.435
C 1.925 3.848 2.699
C 2.414 2.600 3.477
C 1.919 1.481 2.561
O 2.129 2.033 1.254
C 0.377 1.420 2.680
C -0.237 0.135 2.209
O -1.147 -0.431 2.745
O 0.334 -0.331 1.083
H -0.690 3.309 2.292
H 1.362 3.820 0.544
H 1.190 4.439 3.245
H 2.753 4.503 2.437
H 2.004 2.528 4.483
H 3.500 2.576 3.547
H 2.426 0.523 2.643
H 0.037 1.581 3.701
S 0.384 -3.259 0.463
P 2.235 -2.685 0.754
S 2.661 -0.937 -0.319
C 3.489 -3.874 0.251
C 3.560 -5.047 1.003
C 4.488 -6.019 0.675
C 5.345 -5.825 -0.401
C 5.272 -4.662 -1.151
C 4.342 -3.683 -0.829
C 2.640 -2.286 2.471
C 1.658 -2.322 3.452
C 1.967 -1.931 4.749
C 3.254 -1.521 5.063
C 4.245 -1.513 4.086
C 3.942 -1.898 2.792
H 2.887 -5.200 1.839
H 4.542 -6.929 1.257
H 6.070 -6.587 -0.656
H 5.935 -4.516 -1.993
H 4.275 -2.783 -1.425
H 0.660 -2.650 3.195
H 1.200 -1.956 5.512
H 3.494 -1.222 6.075
H 5.253 -1.212 4.338
H 4.714 -1.895 2.032
Br 0.674 -2.036 -2.641
O -1.511 -1.004 -0.592
S -3.056 -1.113 -0.737
C -3.579 -0.945 0.983
C -4.917 -1.598 1.206
C -5.117 -2.931 0.860
C -6.344 -3.533 1.084
C -7.375 -2.811 1.670
C -7.173 -1.489 2.033
C -5.949 -0.882 1.798
C -3.577 0.432 -1.505
C -5.050 0.648 -1.304
C -5.982 -0.218 -1.869
C -7.336 -0.002 -1.674
C -7.765 1.096 -0.939
C -6.838 1.972 -0.394
C -5.481 1.743 -0.565
H -3.558 0.113 1.247
H -2.775 -1.455 1.518
H -4.313 -3.505 0.413
H -6.493 -4.568 0.809
H -8.332 -3.283 1.849
H -7.971 -0.925 2.497
H -5.795 0.152 2.074
H -3.316 0.302 -2.552
H -2.974 1.222 -1.059
H -5.651 -1.061 -2.464
H -8.058 -0.682 -2.105
H -8.823 1.271 -0.798
H -7.172 2.834 0.168
H -4.750 2.419 -0.137
C 1.212 4.232 -2.028
C 1.597 3.176 -3.047
Sb 2.208 1.249 -2.362
C 4.095 1.681 -1.453
C 4.790 2.895 -2.065
C 2.690 0.290 -4.202
C 3.236 1.230 -5.270
H 1.052 5.185 -2.534
H 1.995 4.390 -1.284
H 0.285 3.971 -1.519
H 2.473 3.484 -3.623
H 0.795 3.005 -3.758
H 4.697 0.780 -1.564
H 3.895 1.819 -0.391
H 4.973 2.776 -3.132
H 5.758 3.041 -1.585
H 4.216 3.810 -1.923
H 1.776 -0.201 -4.526
H 3.404 -0.493 -3.939
H 2.515 2.002 -5.537
H 3.449 0.661 -6.176
H 4.163 1.716 -4.967
F -2.290 0.431 -4.538
B -1.407 1.375 -4.265
F -0.254 1.377 -4.919
F -1.770 2.444 -3.580
F -0.559 0.378 -2.503
*
```

The value obtained for the energy above the lowest of the compared OMol25 structures with the same formula, charge and spin is 43.1 kJ/mol. For the max |F|, the calculation gives 0.52 eV/Å. The HOMO-LUMO gap comes out at 6.501 eV. The LUMO energy is -4.30 eV. Its total energy is -186277.8594 eV.



Formula: C40H47CsN8O3S3Si2Te
Source: the OMol25 dataset
Level of theory: ωB97M-V/def2-TZVPD

The geometry in ORCA input format:
```
! wB97M-V def2-TZVPD RIJCOSX def2/J DEFGRID3
* xyz -2 1
Cs -0.134 0.859 0.490
C 0.691 -1.699 5.018
C 0.411 -1.602 3.544
N 1.112 -0.922 2.726
N 2.092 -0.150 3.310
C 3.052 0.427 2.529
N 3.612 1.495 3.112
S 3.565 -0.176 1.050
C -0.844 -2.206 3.014
C -1.201 -3.527 3.265
C -2.415 -3.991 2.789
C -3.246 -3.123 2.100
C -2.812 -1.820 1.899
N -1.639 -1.372 2.338
H 1.765 -1.771 5.191
H 0.179 -2.552 5.464
H 0.342 -0.790 5.518
H 1.764 0.453 4.092
H 3.104 1.955 3.869
H 4.249 2.026 2.546
H -0.527 -4.180 3.805
H -2.706 -5.023 2.947
H -4.198 -3.449 1.703
H -3.404 -1.111 1.331
S 1.406 1.903 5.828
C 1.383 3.615 5.479
C 1.786 4.478 6.505
C 1.810 5.862 6.374
C 2.237 6.672 7.474
N 2.589 7.306 8.370
C 1.406 6.431 5.155
C 0.994 5.597 4.126
C 0.960 4.196 4.232
S 0.386 3.268 2.889
C 1.412 7.852 4.965
N 1.416 8.992 4.800
H 2.095 4.038 7.443
H 0.677 6.037 3.190
N -2.610 3.852 1.017
C -3.686 3.434 0.296
C -4.990 3.463 0.744
C -6.046 3.031 -0.080
C -5.826 2.566 -1.346
C -4.500 2.519 -1.844
C -4.171 2.027 -3.126
C -2.870 1.998 -3.530
C -1.879 2.464 -2.643
N -2.140 2.928 -1.450
C -3.431 2.956 -1.038
H -2.650 3.952 2.017
H -1.726 3.527 0.659
H -5.197 3.811 1.749
H -7.057 3.060 0.312
H -6.642 2.221 -1.970
H -4.964 1.661 -3.768
H -2.582 1.602 -4.495
H -0.833 2.429 -2.935
O -4.721 -1.049 -2.241
C -4.153 -2.254 -1.953
C -4.857 -3.436 -2.179
C -4.282 -4.667 -1.903
C -2.989 -4.727 -1.408
C -2.292 -3.545 -1.199
C -2.850 -2.296 -1.451
C -2.028 -1.050 -1.103
O -2.635 -0.049 -0.687
O -0.780 -1.184 -1.224
H -5.613 -1.203 -2.565
H -5.866 -3.383 -2.579
H -4.848 -5.574 -2.081
H -2.527 -5.682 -1.189
H -1.279 -3.564 -0.820
C 3.709 2.205 -3.804
Si 4.370 0.496 -4.196
C 5.574 0.634 -5.641
C 5.276 -0.193 -2.715
C 2.966 -0.644 -4.689
Te 1.399 -0.555 -3.207
C 0.838 -2.620 -3.355
Si 1.729 -3.729 -2.138
C 3.557 -3.744 -2.587
C 1.040 -5.471 -2.384
C 1.515 -3.222 -0.360
H 4.528 2.900 -3.601
H 3.074 2.180 -2.915
H 3.120 2.609 -4.631
H 6.417 1.283 -5.388
H 5.086 1.049 -6.527
H 5.974 -0.348 -5.906
H 6.058 0.498 -2.389
H 5.751 -1.150 -2.949
H 4.599 -0.342 -1.871
H 3.340 -1.671 -4.704
H 2.559 -0.414 -5.675
H 1.028 -2.928 -4.386
H -0.238 -2.622 -3.180
H 3.720 -4.041 -3.627
H 4.115 -4.433 -1.947
H 3.977 -2.746 -2.442
H 1.179 -5.813 -3.413
H -0.033 -5.481 -2.171
H 1.524 -6.191 -1.719
H 2.163 -2.387 -0.085
H 1.747 -4.056 0.308
H 0.492 -2.891 -0.174
*
```

The value obtained for the energy above the lowest of the compared OMol25 structures with the same formula, charge and spin is 62.0 kJ/mol. For the max |F|, the calculation gives 0.98 eV/Å. The HOMO-LUMO gap comes out at 4.777 eV. The LUMO energy is 3.13 eV. Its total energy is -116415.3082 eV.



Formula: C40H47FNO9P2S2TeTl
Source: the OMol25 dataset
Level of theory: ωB97M-V/def2-TZVPD

The geometry in ORCA input format:
```
! wB97M-V def2-TZVPD RIJCOSX def2/J DEFGRID3
* xyz -2 1
Tl 0.499 1.844 0.666
O 5.312 0.828 -1.288
P 4.356 -0.398 -0.936
O 5.115 -1.445 -0.174
O 3.062 0.064 -0.328
O 4.058 -1.047 -2.407
P 4.197 -0.470 -3.925
O 5.456 -1.356 -4.481
O 2.992 -0.910 -4.680
O 4.648 0.949 -3.831
H 5.128 1.120 -2.222
H 5.070 -2.081 -4.982
O 0.572 -3.315 -0.042
S 1.871 -2.944 -0.709
C 1.384 -2.484 -2.378
C 0.728 -1.105 -2.397
C -0.362 -1.065 -3.468
C -1.701 -1.590 -2.931
S -2.723 -0.151 -2.522
O -1.944 0.704 -1.590
C -3.973 -0.972 -1.530
C -4.764 -1.992 -2.046
C -5.759 -2.544 -1.255
C -5.966 -2.069 0.036
C -5.177 -1.045 0.538
C -4.177 -0.485 -0.249
C 2.697 -4.471 -1.137
C 4.036 -4.403 -1.510
C 4.692 -5.581 -1.834
C 4.025 -6.799 -1.766
C 2.696 -6.849 -1.367
C 2.023 -5.677 -1.047
H 0.696 -3.283 -2.677
H 2.264 -2.489 -3.018
H 1.490 -0.360 -2.603
H 0.290 -0.861 -1.426
H -0.042 -1.651 -4.332
H -0.477 -0.040 -3.829
H -1.574 -2.204 -2.035
H -2.269 -2.157 -3.672
H -4.603 -2.358 -3.053
H -6.370 -3.349 -1.643
H -6.738 -2.508 0.657
H -5.326 -0.682 1.547
H -3.555 0.324 0.117
H 4.545 -3.443 -1.521
H 5.733 -5.546 -2.132
H 4.548 -7.715 -2.016
H 2.183 -7.801 -1.303
H 0.991 -5.678 -0.717
C -3.863 -4.323 1.823
Te -1.987 -4.387 0.770
C -1.745 -2.390 1.476
C -2.792 -2.168 2.528
C -2.756 -1.018 3.316
C -3.736 -0.789 4.266
C -4.760 -1.713 4.443
C -4.794 -2.862 3.667
C -3.814 -3.099 2.705
H -4.003 -5.230 2.411
H -4.683 -4.243 1.108
H -1.854 -1.692 0.645
H -0.741 -2.281 1.870
H -1.955 -0.299 3.173
H -3.697 0.111 4.868
H -5.529 -1.539 5.187
H -5.591 -3.585 3.803
C 3.894 -0.187 2.766
N 3.194 -1.499 2.878
C 3.988 -2.598 2.268
C 1.791 -1.408 2.307
C 0.954 -0.595 3.254
C 0.636 -1.174 4.490
C 0.009 -0.424 5.471
C -0.304 0.905 5.197
C -0.029 1.442 3.945
C 0.605 0.718 2.920
H 4.898 -0.295 3.174
H 3.316 0.552 3.315
H 3.926 0.074 1.709
H 3.057 -1.695 3.869
H 4.212 -2.326 1.229
H 3.414 -3.521 2.344
H 4.927 -2.687 2.814
H 1.446 -2.438 2.198
H 1.902 -0.946 1.325
H 0.857 -2.226 4.677
H -0.252 -0.871 6.423
H -0.794 1.515 5.950
H -0.342 2.464 3.760
F -2.290 6.821 4.735
C -2.290 5.714 3.910
C -2.693 4.489 4.408
C -2.698 3.381 3.580
C -2.295 3.437 2.211
C -2.256 2.302 1.380
C -1.899 4.734 1.763
C -1.895 5.841 2.593
H -3.005 4.409 5.444
H -3.018 2.425 3.982
H -2.663 1.369 1.752
H -2.225 2.428 0.304
H -1.584 4.848 0.732
H -1.582 6.810 2.220
*
```

The value obtained for the energy above the lowest of the compared OMol25 structures with the same formula, charge and spin is 0.0 kJ/mol. For the max |F|, the calculation gives 0.34 eV/Å. The HOMO-LUMO gap comes out at 4.113 eV. The LUMO energy is 3.26 eV. Its total energy is -117119.2820 eV.



Formula: C40H47FNO9P2S2TeTl
Source: the OMol25 dataset
Level of theory: ωB97M-V/def2-TZVPD

The geometry in ORCA input format:
```
! wB97M-V def2-TZVPD RIJCOSX def2/J DEFGRID3
* xyz -2 1
Tl 0.923 -0.452 0.560
O 4.583 -2.079 3.343
P 4.624 -1.883 1.751
O 5.986 -1.597 1.293
O 3.552 -0.747 1.439
O 3.971 -3.165 1.135
P 2.417 -3.770 1.468
O 2.228 -3.220 3.009
O 2.559 -5.229 1.457
O 1.429 -3.047 0.624
H 3.748 -2.547 3.533
H 1.698 -2.411 2.952
O 1.986 2.158 -0.144
S 2.210 3.250 -1.110
C 1.251 4.727 -0.423
C 0.594 4.391 0.905
C -0.603 3.456 0.744
C -1.181 3.033 2.077
S -2.450 1.675 1.852
O -1.749 0.660 1.042
C -3.530 2.544 0.691
C -3.377 2.351 -0.683
C -4.250 2.954 -1.560
C -5.305 3.733 -1.080
C -5.478 3.890 0.293
C -4.599 3.303 1.177
C 1.261 2.898 -2.612
C 1.988 2.204 -3.580
C 1.388 1.806 -4.759
C 0.055 2.117 -5.000
C -0.674 2.797 -4.028
C -0.089 3.172 -2.838
H 0.539 5.069 -1.168
H 2.013 5.496 -0.291
H 0.273 5.317 1.396
H 1.335 3.908 1.544
H -0.282 2.550 0.226
H -1.380 3.952 0.153
H -1.671 3.847 2.610
H -0.418 2.572 2.704
H -2.576 1.714 -1.028
H -4.128 2.811 -2.625
H -5.996 4.194 -1.771
H -6.315 4.468 0.663
H -4.729 3.414 2.244
H 3.024 1.975 -3.386
H 1.958 1.255 -5.491
H -0.417 1.802 -5.918
H -1.716 3.026 -4.206
H -0.694 3.664 -2.092
C -3.876 -3.621 0.469
Te -2.348 -2.046 0.344
C -1.384 -3.522 -0.897
C -2.429 -4.469 -1.361
C -2.209 -5.304 -2.447
C -3.195 -6.169 -2.884
C -4.414 -6.216 -2.229
C -4.641 -5.392 -1.141
C -3.658 -4.516 -0.704
H -4.887 -3.213 0.477
H -3.742 -4.187 1.393
H -0.614 -4.022 -0.313
H -0.888 -3.029 -1.730
H -1.259 -5.255 -2.956
H -3.011 -6.797 -3.743
H -5.191 -6.888 -2.573
H -5.597 -5.417 -0.632
C 4.648 1.055 4.087
N 3.873 1.428 2.925
C 4.563 2.391 2.094
C 2.512 1.871 3.234
C 1.717 0.835 3.991
C 1.689 0.892 5.381
C 0.994 -0.058 6.107
C 0.307 -1.050 5.429
C 0.313 -1.066 4.041
C 1.022 -0.143 3.256
H 5.590 0.621 3.753
H 4.105 0.294 4.643
H 4.859 1.912 4.751
H 3.677 0.081 1.988
H 4.679 3.368 2.598
H 3.998 2.527 1.174
H 5.551 2.004 1.845
H 2.032 2.027 2.265
H 2.542 2.831 3.794
H 2.215 1.686 5.907
H 0.988 -0.024 7.193
H -0.234 -1.808 5.988
H -0.279 -1.828 3.541
F -1.855 -4.095 -5.766
C -1.125 -3.200 -5.006
C -1.756 -2.076 -4.492
C -1.024 -1.172 -3.765
C 0.369 -1.356 -3.510
C 1.095 -0.445 -2.777
C 0.958 -2.533 -4.061
C 0.228 -3.435 -4.790
H -2.816 -1.936 -4.657
H -1.508 -0.300 -3.349
H 0.603 0.407 -2.352
H 2.140 -0.590 -2.571
H 2.004 -2.719 -3.864
H 0.681 -4.334 -5.192
*
```

The value obtained for the energy above the lowest of the compared OMol25 structures with the same formula, charge and spin is 138.6 kJ/mol. For the max |F|, the calculation gives 1.41 eV/Å. The HOMO-LUMO gap comes out at 3.227 eV. The LUMO energy is 3.38 eV. Its total energy is -117117.8459 eV.



The records above yield highest occupied orbital energy values of -10.8 -1.6 -0.9 0.1 eV, respectively.